# 1
A cluster of 3 separate species, C19H25ClN3O6P in total. Source: the OMol25 dataset; level of theory: ωB97M-V/def2-TZVPD.

The geometry in XYZ format:
```
55
Properties=species:S:1:pos:R:3:mulliken_charge:R:1
N -0.2055 -5.1257 -0.5271 -0.66
C -1.5792 -4.6142 -0.3732 -0.96
C -1.8804 -3.3062 -1.1292 0.54
C -2.3870 -3.5298 -2.5689 -1.04
C -1.8686 -2.5301 -3.6080 -0.58
C -0.3713 -2.7266 -3.8870 -0.64
P 0.5338 -1.5456 -4.9750 0.05
Cl -1.0203 -0.4808 -5.8306 -0.26
C 1.1952 -0.2165 -3.8474 -0.98
C 0.6563 -0.0526 -2.4468 0.72
O -0.4531 -0.2652 -2.1062 -0.45
O 1.5512 0.3887 -1.5274 -0.46
H 0.0578 -5.1080 -1.5114 0.27
H 0.4292 -4.4768 -0.0682 0.27
H -2.2624 -5.3988 -0.7187 0.41
H -1.7487 -4.4618 0.6956 0.34
H -2.6160 -2.7156 -0.5731 0.08
H -0.9627 -2.6995 -1.1451 -0.14
H -3.4816 -3.4755 -2.5697 0.33
H -2.1216 -4.5465 -2.8941 0.41
H -2.0853 -1.5039 -3.3008 0.38
H -2.4104 -2.7034 -4.5454 0.52
H 0.1905 -2.8303 -2.9482 0.20
H -0.2568 -3.6817 -4.4194 0.50
H 0.9953 0.7319 -4.3648 0.41
H 2.2857 -0.3311 -3.8237 0.45
H 2.3914 0.6202 -1.9550 0.27
C 4.2377 3.2184 0.2422 -0.41
C 2.9269 2.8636 0.5344 -0.13
C 2.3306 3.3204 1.6990 -0.62
C 3.0668 4.1250 2.5497 0.21
C 4.3728 4.4890 2.2808 -0.60
C 4.9578 4.0270 1.1124 -0.35
N 2.4312 4.6025 3.7931 0.99
O 1.2843 4.2439 3.9967 -0.63
O 3.0778 5.3159 4.5302 -0.60
H 4.7061 2.8650 -0.6678 0.36
H 2.3467 2.2309 -0.1244 0.46
H 1.3144 3.0494 1.9445 0.51
H 4.9174 5.1172 2.9703 0.46
H 5.9789 4.2990 0.8826 0.38
C -1.1360 2.1934 3.8851 -0.45
C -1.9472 2.5979 2.8318 -0.49
C -2.7145 1.6722 2.1426 -0.39
C -2.6510 0.3463 2.5290 0.13
C -1.8562 -0.0827 3.5763 -0.35
C -1.0943 0.8548 4.2552 -0.51
N -3.4564 -0.6469 1.7958 1.05
O -4.1472 -0.2490 0.8779 -0.61
O -3.3972 -1.8048 2.1663 -0.61
H -0.5125 2.9194 4.3877 0.49
H -1.9757 3.6396 2.5406 0.42
H -3.3443 1.9679 1.3170 0.46
H -1.8332 -1.1274 3.8480 0.47
H -0.4595 0.5377 5.0718 0.39
```


# 2
A structure of composition C29H22Cl2F9N5O6PbS. Source: the OMol25 dataset; level of theory: ωB97M-V/def2-TZVPD.

relative energy (zero: lowest compared OMol25 entry of this formula, charge and spin)	1.13	kcal per mole

The geometry in XYZ format:
```
75
Properties=species:S:1:pos:R:3:mulliken_charge:R:1
Pb -0.2786 -1.6512 1.0213 1.79
O 1.6359 -0.4289 4.3221 -0.60
C 0.8661 0.4466 4.0836 0.14
O 1.1420 1.4152 3.1502 -0.18
C -0.4914 0.6939 4.7121 -0.09
C -1.4222 -0.4865 4.4107 -0.27
C -2.8162 -0.2190 4.9865 -0.96
C -3.3732 0.8215 3.9797 -0.88
C -2.1713 1.0234 3.0537 -1.01
O -1.6151 -0.3035 3.0009 -0.26
C -1.0891 1.8041 3.8376 0.55
C 0.0589 2.2658 2.9745 -0.10
O 0.1314 3.2238 2.2806 -0.55
O -0.6798 0.4059 0.4213 -0.48
H -0.3813 0.9158 5.7724 0.49
H -0.9929 -1.4649 4.6090 0.66
H -2.7729 0.1474 6.0117 0.47
H -3.4060 -1.1331 4.9746 0.32
H -3.6871 1.7523 4.4504 0.47
H -4.2133 0.4160 3.4204 0.22
H -2.3609 1.3809 2.0485 0.98
H -1.5063 2.6620 4.3595 0.58
Cl 2.4441 0.2338 0.2735 -0.24
C 2.0642 1.9123 0.0127 0.45
C 3.0215 2.8314 0.4015 -0.82
C 2.8204 4.1729 0.1268 -0.64
C 1.6795 4.5774 -0.5450 -0.78
C 0.7265 3.6393 -0.8985 0.37
Cl -0.6764 4.2038 -1.7545 -0.19
C 0.8679 2.2795 -0.6049 0.13
S -0.4132 1.1315 -1.0001 -0.06
H 3.9182 2.4875 0.8977 0.51
H 3.5605 4.9031 0.4254 0.44
H 1.5099 5.6180 -0.7839 0.49
C 2.7749 -2.7428 -1.1369 -1.66
C 1.5107 -2.4179 -1.8496 0.89
N 0.3207 -2.2728 -1.3059 0.06
C -0.5707 -2.0385 -2.3323 -0.54
C 0.0984 -2.0342 -3.5074 -0.79
N 1.4237 -2.2771 -3.1939 0.39
C 2.5384 -2.2013 -4.1129 -1.10
N 3.3836 -1.0755 -3.8218 0.79
N 4.6799 -1.2804 -3.4768 -0.72
N 5.2244 -0.1644 -3.1894 -0.58
C 4.2778 0.8324 -3.3216 0.52
C 4.3746 2.2120 -3.1139 -0.92
C 3.2411 2.9573 -3.3305 -0.56
C 2.0293 2.3570 -3.7354 -0.54
C 1.9158 1.0009 -3.9358 -0.74
C 3.0782 0.2519 -3.7256 1.22
H 2.5619 -2.9054 -0.0822 0.26
H 3.5118 -1.9458 -1.2283 0.31
H 3.2199 -3.6554 -1.5376 0.46
H -1.6171 -1.8881 -2.1409 0.36
H -0.2274 -1.8859 -4.5221 0.44
H 2.1265 -2.1294 -5.1190 0.42
H 3.1725 -3.0839 -4.0466 0.34
H 5.3060 2.6598 -2.7956 0.44
H 3.2641 4.0276 -3.1756 0.43
H 1.1571 2.9833 -3.8745 0.49
H 0.9738 0.5496 -4.2145 0.37
F -5.3773 -1.1020 -0.3766 -0.30
C -4.0872 -1.0945 -0.0180 0.27
F -3.9802 -0.3284 1.0818 -0.09
F -3.4015 -0.4896 -0.9894 -0.26
C -3.5183 -2.5196 0.2582 1.10
O -2.1765 -2.5304 0.2700 -0.94
C -4.0863 -3.0425 1.6187 0.21
F -3.4032 -2.5121 2.6433 -0.10
F -3.9545 -4.3711 1.7074 -0.28
F -5.3798 -2.7464 1.8073 -0.29
C -4.0139 -3.4755 -0.8782 0.47
F -3.8774 -2.8875 -2.0803 -0.25
F -5.3029 -3.8195 -0.7457 -0.27
F -3.2911 -4.5920 -0.9044 -0.25
```


# 3
An isolated molecule of C17H34N2O2. Source: the OMol25 dataset; level of theory: ωB97M-V/def2-TZVPD.

relative energy (zero: lowest compared OMol25 entry of this formula, charge and spin)	0.00	kcal per mole

The geometry in XYZ format:
```
55
Properties=species:S:1:pos:R:3:mulliken_charge:R:1
C 1.8367 3.8967 -1.4523 -1.68
H 2.4496 3.9466 -2.3498 0.38
H 1.6606 4.9058 -1.0907 0.44
H 0.8837 3.4420 -1.7060 0.34
C 2.5349 3.0633 -0.3745 1.55
N 2.7556 1.7067 -0.8817 -0.12
C 1.8101 0.8509 -1.3180 0.53
O 0.6169 1.0897 -1.3102 -0.62
C 2.3778 -0.4713 -1.8120 -1.19
H 3.3653 -0.3061 -2.2454 0.47
C 2.4547 -1.5124 -0.6746 -0.52
H 3.4745 -1.8968 -0.6055 0.35
C 1.4983 -2.6850 -0.8948 -1.25
H 1.6646 -3.0924 -1.8960 0.42
H 1.7294 -3.4757 -0.1777 0.41
C 0.0349 -2.2736 -0.7401 0.57
C -0.9160 -3.3274 -1.3009 -0.95
H -0.6228 -3.5506 -2.3311 0.41
C -2.3782 -2.8802 -1.3068 -0.79
C -3.0441 -2.9090 0.0707 -0.95
C -2.5093 -1.9313 1.1122 0.36
O -2.1820 -2.3028 2.2235 -0.66
N -2.5044 -0.6455 0.7131 0.13
H -2.7555 -0.4426 -0.2400 0.34
C -2.0935 0.5013 1.5232 1.76
C -0.6590 0.3022 2.0180 -1.30
H 0.0164 0.2434 1.1683 -0.03
H -0.5933 -0.6170 2.5927 0.43
H -0.3632 1.1352 2.6502 0.51
C -3.0509 0.6365 2.7110 -1.91
H -2.7682 1.4843 3.3292 0.44
H -3.0123 -0.2674 3.3122 0.43
H -4.0711 0.7812 2.3614 0.39
C -2.1666 1.7347 0.6249 -1.96
H -1.9020 2.6236 1.1919 0.40
H -1.4725 1.6327 -0.2072 0.39
H -3.1743 1.8675 0.2349 0.48
H -2.9490 -3.9087 0.4986 0.31
H -4.1111 -2.6964 -0.0462 0.35
H -2.4422 -1.8820 -1.7471 0.36
H -2.9439 -3.5546 -1.9558 0.37
H -0.8210 -4.2505 -0.7250 0.30
H -0.1329 -1.3273 -1.2580 0.08
H -0.1757 -2.1163 0.3170 0.10
H 2.2184 -1.0385 0.2810 0.39
H 1.7212 -0.8395 -2.6005 0.46
H 3.7134 1.3962 -0.9049 0.33
C 1.6753 3.0070 0.8896 -1.41
H 0.7067 2.5809 0.6516 0.07
H 2.1539 2.3899 1.6470 0.37
H 1.5328 4.0068 1.2902 0.51
C 3.9071 3.6549 -0.0550 -1.96
H 4.5308 3.6837 -0.9465 0.47
H 3.7960 4.6700 0.3160 0.43
H 4.4106 3.0652 0.7088 0.46
```


# 4
An isolated molecule of C5H12N2. Source: the OMol25 dataset; level of theory: ωB97M-V/def2-TZVPD.

relative energy (zero: lowest compared OMol25 entry of this formula, charge and spin)	181.28	kcal per mole

The geometry in XYZ format:
```
19
Properties=species:S:1:pos:R:3:mulliken_charge:R:1
C -1.5074 0.0481 -0.5215 -0.21
C -0.4554 0.9694 -0.1340 -0.91
C 0.7838 0.1131 0.5589 0.45
C 1.7991 -0.3165 -0.5054 -0.74
N 2.8328 0.5177 -0.9761 -0.66
C 0.1807 -1.1416 1.2557 -1.49
N -2.9087 0.5806 -0.4633 -0.62
H -1.4130 -0.2316 -1.5742 0.26
H -0.1438 -1.7510 0.4172 0.43
H 0.1246 1.4333 -0.9365 0.44
H -0.6837 1.7603 0.5909 0.36
H 1.0887 -0.3382 -1.3521 0.36
H 2.1024 -1.3612 -0.3519 0.37
H 3.2234 1.1495 -0.2665 0.22
H 1.2645 0.8448 1.2286 0.42
H 0.8027 -1.6660 1.9683 0.40
H -0.6140 -0.6119 1.8071 0.30
H -3.1267 0.0437 0.3923 0.30
H -3.3502 -0.0425 -1.1374 0.33
```


Results for frontier orbital gap: 8.38, 7.81, 9.88, 3.92 (in eV, following the order of the records).
Results for maximum force: 1.293, 0.253, 0.746, 5.696 (in eV/Å, following the order of the records).
Results for LUMO energy: -0.76, 0.36, 0.71, -2.49 (in eV, following the order of the records).